1.
Formula: C3H4FeO4
Source: the Open Molecules 2025 dataset
Level of theory: ωB97M-V/def2-TZVPD

**Total charge**: -1
**Expectation value of S²**: 8.76
**E_HOMO (spin up / spin down)**: -1.022 / -1.646 eV
**Multiplicity**: 6
**Kohn-Sham gap (spin up / spin down)**: 4.3 / 4.3 eV

XYZ file:
```
12
C3H4FeO4 ωB97M-V/def2-TZVPD
O 0.1462 0.9883 -0.1371
O -1.8239 0.6839 -1.1903
H -0.6830 -0.7170 0.7280
O -0.8934 2.6876 -1.0911
C 1.4475 -0.6997 0.9075
Fe -2.7637 2.4491 -2.0702
O 1.7115 -1.8188 1.3044
C -0.9107 1.4603 -0.8331
H 0.1943 -0.9851 -0.7966
H 1.2043 -3.7793 2.0479
H 2.1823 0.1291 0.9945
C 0.1886 -0.3986 0.1360
```

---

2.
Formula: C2H15NO4S
Source: the Open Molecules 2025 dataset
Level of theory: ωB97M-V/def2-TZVPD

**Total charge**: 0
**SMILES**: NCCS.O.O.O.O
**E_HOMO**: -9.183 eV
**Kohn-Sham gap**: 9.6 eV

XYZ file:
```
23
C2H15NO4S ωB97M-V/def2-TZVPD
O 0.2207 2.8258 -0.2562
H 0.6012 -1.1494 1.1573
H 2.1495 0.3359 0.9706
C -1.2555 -0.3188 0.7058
H 1.0781 -1.9307 -2.1378
H -1.6672 -0.1831 1.7106
H 2.0262 1.2695 -1.3556
H 0.2297 3.5952 -0.8248
N -0.2541 -1.4064 0.6432
H -0.8028 0.6318 0.4300
O 2.2134 -0.0169 1.8775
O 2.5090 0.6475 -0.8039
C -2.3696 -0.6713 -0.2733
O 1.3655 -1.8859 -1.2208
H 1.9539 -0.1593 -0.8445
H -3.0068 1.3405 -1.4174
H -0.5669 -2.1224 1.3009
H 0.5610 -1.9057 -0.6750
H 0.2927 3.0367 0.6749
H -1.8861 -0.8956 -1.2227
S -3.6011 0.6741 -0.4140
H -2.9422 -1.5542 0.0029
H 3.1516 -0.1574 1.9722
```

---

3.
Formula: C5H9IS4
Source: the Open Molecules 2025 dataset
Level of theory: ωB97M-V/def2-TZVPD

**Total charge**: 0
**E_HOMO (spin up / spin down)**: -8.226 / -8.228 eV
**Kohn-Sham gap (spin up / spin down)**: 6.5 / 6.5 eV

XYZ file:
```
19
C5H9IS4 ωB97M-V/def2-TZVPD
C -0.0735 0.5817 -1.0045
C 0.8817 1.7682 -1.0131
S -2.2653 -0.2366 0.1619
H 2.5021 -1.7069 0.8086
S 0.1352 -2.5039 0.0421
S 1.8906 -0.5984 1.2324
H 1.2484 1.7682 -1.9640
C -0.2468 -0.1611 -2.0922
H 0.1864 2.7037 -0.8022
H -0.9166 -1.0439 -2.1598
C 0.2266 -0.9447 0.8652
C -0.5412 0.2041 0.4116
H -1.0630 -3.0915 0.1300
S -0.6386 1.4894 1.7923
H 0.6018 1.2412 2.1502
H 0.1537 0.1956 -3.0940
I -1.0421 -1.4060 3.3450
H 1.5973 1.6684 -0.1560
H -2.6367 0.0725 1.3466
```

---

4.
Formula: C16H28N4O2OsSe2
Source: the Open Molecules 2025 dataset
Level of theory: ωB97M-V/def2-TZVPD

**Total charge**: +2
**Expectation value of S²**: 6.04
**E_HOMO (spin up / spin down)**: -14.558 / -14.682 eV
**Multiplicity**: 5
**Kohn-Sham gap (spin up / spin down)**: 9.0 / 6.5 eV

XYZ file:
```
53
C16H28N4O2OsSe2 ωB97M-V/def2-TZVPD
C 2.3467 -0.3002 1.7228
H 2.4116 -3.1721 -1.8219
H 0.8631 1.2519 -4.7732
C -0.6650 2.9312 -1.8191
H 3.4267 -0.1642 1.7181
H -0.7967 -1.9382 3.1031
H 1.8644 1.6066 2.6114
H -0.0216 4.6088 0.6667
H 0.5960 3.4060 1.8142
Se -0.4324 0.2250 -2.8416
H -0.2730 0.8311 4.5383
N -2.1132 -0.3634 -0.1211
C 0.6467 -4.3481 -0.0611
C -0.5215 -2.9843 1.2816
C -0.1560 -4.3420 1.0333
C 2.6463 0.9990 -0.3363
O 1.8330 0.0490 0.4015
H -2.3764 1.8017 -2.5320
C -1.3253 1.9591 -2.7693
C 1.6609 0.5406 2.7591
H 0.9664 -0.5219 -4.7614
H -1.5875 0.7003 3.3485
H -0.5198 0.2593 -5.3484
H 2.1163 -1.3551 1.8596
N -4.4819 0.0614 -0.1840
O 0.2711 0.2766 2.6119
H -1.1399 3.9120 -1.8569
H 2.7447 1.9184 0.2354
H -0.4793 -5.1837 1.6258
Se -0.8601 2.3778 0.0430
C 0.7727 -2.9911 -0.4982
C 1.5359 -2.5394 -1.6795
C 0.3027 0.3310 -4.6442
H -1.8621 -3.3333 2.8828
H -2.1638 -1.8285 1.9970
Os -0.2583 -0.1306 0.1495
H 2.0084 0.2594 3.7569
H 1.1169 -5.1939 -0.5383
C -3.2962 -0.1161 -0.1956
H 3.6225 0.5475 -0.4988
C -5.4921 0.6704 -0.7901
C -1.3884 -2.4973 2.3743
H 2.1455 1.1753 -1.2844
H -0.4833 2.0977 3.3043
H 0.4002 3.0339 -2.0192
H -1.2806 2.3662 -3.7792
C -0.5637 1.0278 3.5063
H 1.8444 -1.4996 -1.6067
H 1.3637 3.5855 0.2054
H 0.9131 -2.6503 -2.5741
N 0.0594 -2.1716 0.3344
N -6.3761 1.1868 -1.3142
C 0.4351 3.6275 0.7636
```

---

5.
Formula: C2H3NO2S
Source: the Open Molecules 2025 dataset
Level of theory: ωB97M-V/def2-TZVPD

**Total charge**: 0
**E_HOMO**: -8.926 eV
**Kohn-Sham gap**: 9.3 eV

XYZ file:
```
9
C2H3NO2S ωB97M-V/def2-TZVPD
N -1.7157 0.2545 0.2291
C 0.5840 -0.1681 0.1410
C -0.6529 -0.6303 0.1652
H -0.9225 -1.6707 0.1548
O 3.0327 -0.5332 -0.7530
O 1.0263 1.1464 -0.0380
H -2.2882 0.3198 -0.6117
H -1.3552 1.1961 0.3967
S 2.2915 0.0856 0.3160
```

---

6.
Formula: C5H8N2O
Source: the Open Molecules 2025 dataset
Level of theory: ωB97M-V/def2-TZVPD

**Total charge**: 0
**SMILES**: [H]/N=C(\C)C=O.CC#N
**E_HOMO**: -8.264 eV
**Kohn-Sham gap**: 8.3 eV

XYZ file:
```
16
C5H8N2O ωB97M-V/def2-TZVPD
C 1.1405 0.6858 0.7892
N 1.4337 0.2701 -1.5439
H -0.9329 2.1283 -0.0288
C -0.7488 -1.1601 0.2566
H 0.2137 2.8191 -1.2126
O 1.0135 1.5778 1.5894
H 0.2041 -2.5335 1.5148
C -0.8056 -2.2098 1.2625
H -1.3574 -3.0655 0.8691
H -1.3300 -1.8349 2.1415
H 2.0354 0.0274 0.8145
H 1.0332 -0.3441 -2.2505
C -0.3614 1.9370 -0.9342
N -1.0167 -0.7499 -0.8144
C 0.5707 0.7777 -0.7544
H -1.0919 1.6746 -1.6989
```

---

7.
Formula: C4H10HgO2
Source: the Open Molecules 2025 dataset
Level of theory: ωB97M-V/def2-TZVPD

**Total charge**: +1
**Expectation value of S²**: 0.75
**E_HOMO (spin up / spin down)**: -12.458 / -12.695 eV
**Multiplicity**: 2
**Kohn-Sham gap (spin up / spin down)**: 7.0 / 6.6 eV

XYZ file:
```
17
C4H10HgO2 ωB97M-V/def2-TZVPD
O -1.8008 0.8888 0.8613
C 0.3243 -1.0053 -1.4984
H -1.1692 -1.0132 -0.3128
H 0.7413 -0.3345 -2.2605
H -1.6875 -0.8955 2.2863
H -0.4600 -1.5591 -2.0303
O 0.5123 0.8300 -0.0494
H 2.1159 1.0218 -1.4060
H 2.2747 -0.2127 -0.1325
C 1.9001 0.7962 -0.3533
C -2.0000 0.0475 1.8172
Hg -0.4153 2.3947 0.8284
H -2.8775 0.2754 2.4417
H 2.4132 1.5708 0.2258
C -0.2990 -0.3300 -0.2725
H -0.6253 -0.7209 1.0148
H 1.0528 -1.7539 -1.1596
```

---

8.
Formula: C47H102BN10O11Si
Source: the Open Molecules 2025 dataset
Level of theory: ωB97M-V/def2-TZVPD

**Total charge**: +1
**E_HOMO**: -10.319 eV
**Kohn-Sham gap**: 6.0 eV

XYZ file:
```
172
C47H102BN10O11Si ωB97M-V/def2-TZVPD
C -1.4648 -3.1569 -1.0040
C 5.3384 0.1801 14.1796
H 1.5495 0.0252 -6.4317
H 0.3674 -2.2336 10.3430
H -1.8907 -4.4125 -3.4055
C 0.1726 1.3548 -12.5689
H 1.9447 0.1227 -11.1612
H 1.5858 5.8667 -8.5706
C 4.7822 0.1998 11.0531
H 0.1401 -4.2894 0.4881
H 0.0418 1.0371 -0.8832
H 0.7373 2.0971 -4.8867
H 3.3093 1.1836 12.0296
H -0.0587 0.5042 6.4382
N 3.5601 1.0144 11.0548
H -6.2302 3.3844 5.2356
C -2.2761 0.9102 -0.7879
O -4.2069 -4.7576 0.4072
H 0.1604 2.4449 -12.5142
H -3.2984 -1.0821 -0.2198
C -4.7419 -3.5366 -3.0515
H -6.1181 -3.0502 0.9356
H 3.0639 -3.7373 3.7555
H 1.5999 -4.3202 5.3356
C 2.5962 0.3378 -6.0764
H 1.9921 1.1541 -2.0700
H -2.1203 -0.7697 8.1707
H 0.0592 3.5705 -1.5044
H 2.4706 1.5406 -9.1132
H 1.0979 1.0047 -13.0347
N -6.4440 1.8590 2.2143
C -4.0051 -4.9607 -2.9450
C 1.8806 -2.7881 -4.4053
C -2.4674 -0.3689 0.1554
C 4.5704 0.7715 -3.5857
O -4.2842 0.8839 3.8512
H -0.7878 -1.1348 6.5375
H -6.0284 -4.2952 -1.3329
C 0.7341 -0.0996 8.7657
H 4.4627 -1.6009 -1.9650
H 3.7857 1.9424 10.7007
C 1.1781 0.5976 -10.5370
H 1.4990 7.4853 -4.7069
C 4.4225 -1.2328 11.4381
C 2.2659 -3.6425 2.9318
H 3.8688 -1.7144 10.6274
Si 2.8469 0.1082 -4.1972
H 1.3683 3.1739 -3.5147
C 5.8790 0.8224 11.9419
H 5.3215 -1.8273 11.6245
H -1.7986 3.5362 -1.6128
H 3.3385 -0.3292 -6.6561
H -7.5839 1.6341 3.9483
O 0.9626 -0.8983 7.6065
H -0.4030 -0.0281 10.5780
C -2.4587 -4.8761 -2.5350
C 2.7497 7.3717 -7.6274
H -3.6972 2.1167 5.4361
H 2.8294 1.4161 -6.4236
H 3.6463 4.9644 -6.7178
H 5.3410 -0.0672 -3.4745
H -5.4476 3.7945 3.7011
H -2.6150 -0.1986 9.7534
C -1.8237 -0.1280 9.0026
C 0.1453 -0.5688 6.4966
H -1.3152 1.4363 -3.4683
H -4.0033 -2.6607 -3.1345
N 0.6572 2.5783 -9.1205
H 5.4489 0.6149 15.1761
C 3.6867 -3.7733 -2.1360
H 0.9296 -2.5879 0.6752
H 3.0815 2.3070 -11.4779
H 3.1978 7.5989 -8.5981
H 1.9809 8.1252 -7.4327
H -2.5148 0.6851 -1.8961
C -5.6201 0.8790 4.3493
C 2.8298 -1.7726 -3.6938
O -5.2985 -2.2537 -1.0301
H 6.2290 1.7369 11.4508
H -3.5445 2.8123 3.7877
H 0.3227 -5.2381 4.3919
H 2.6009 -2.8102 2.2175
H -7.1848 3.9652 3.8689
H 3.2052 6.9406 -4.8345
H 0.6814 0.9633 8.4996
H -2.0774 -5.9672 -2.4571
H -4.5652 -5.7297 -2.2879
H 2.2171 6.4397 -3.4663
H 6.1203 -0.5719 14.0413
H -2.8659 0.0258 1.1668
O -1.2684 -3.8550 2.9627
H -2.4222 1.5685 4.3306
H -0.7425 2.1506 0.3901
C -1.1305 -1.2016 0.4622
H 1.6297 -0.2181 9.3847
C 2.1936 6.6580 -4.5373
H 2.1935 -4.6001 2.3036
N -0.4857 -1.9821 9.8466
H -6.8484 -3.0240 -2.3663
H -0.8473 -0.9736 1.5601
H -3.0888 1.6715 -0.4728
H 0.6714 -0.8712 5.5866
H 0.1019 -2.0976 -1.9131
H 3.7896 -1.2836 12.3258
N -0.8343 -2.4682 -2.1358
H -0.3798 -2.4383 8.9399
B -2.8559 -4.9552 -0.0006
H -5.3589 -3.5569 -4.0289
H 2.8410 4.0538 -7.7638
N -1.2785 -2.6952 0.3812
H 4.4417 1.2490 -2.5507
C 3.7527 -2.2750 -2.5424
C 1.1713 5.7035 -6.4772
H -5.4526 1.9346 1.9851
C 1.8406 -4.2802 -3.9761
H 0.6268 4.7800 -6.7031
N 0.9279 -3.2902 3.5092
O -0.0204 0.7981 -11.2781
C -6.5577 1.9043 3.6768
H -1.7973 0.9056 8.6448
H -5.6262 0.9840 5.4412
H 3.5380 7.4877 -6.8814
H -6.6936 0.9229 1.8966
H -0.1143 2.7159 -9.7743
H 0.9217 -0.1284 -9.7571
C 0.0286 -3.2341 0.9419
H 0.2662 1.9549 -8.4156
N -1.1696 -1.0704 -5.2292
C -1.3397 -1.3157 -4.0725
H -1.4106 -6.3552 0.0481
O 5.4325 1.2301 13.2304
C 2.4108 2.8365 -10.7952
H 0.7036 0.1502 -2.9121
N -2.2048 -4.2520 -1.2022
C -3.4609 1.9053 4.3895
O -2.0079 -5.9072 0.6969
H 1.1878 -2.4448 -5.2424
C -0.8547 2.8915 -1.7077
H 1.7044 3.4160 -11.3922
H 4.3504 -0.2819 14.1330
C 0.6672 -4.1758 4.6865
H 6.7516 0.1630 12.0251
C -5.8433 -3.2969 -1.8774
C -0.8767 1.6648 -0.6346
H 2.6791 -5.8984 -2.4848
C -0.1468 -3.4696 2.5298
C -5.9726 -2.1621 0.2203
O -6.3838 -1.0522 0.6125
H 4.3367 -4.1575 -1.2695
C 1.5296 0.9463 -3.0931
H -1.1906 3.2153 -3.8914
H -6.0089 -0.1221 4.1334
C 1.7194 1.8645 -9.8425
H -0.2174 -0.9141 -0.1593
H 0.4168 6.4960 -6.3993
H 5.1711 0.1692 10.0294
H 3.0117 3.5556 -10.2316
O -1.6593 -1.5389 -2.7150
O 1.7961 5.4779 -5.2168
N 3.2422 4.9847 -7.6549
H -0.1303 -3.7222 5.3864
H -0.6680 1.0499 -13.1973
C -0.4826 -0.5328 9.6093
H -4.5061 -5.6559 0.7037
C 2.1513 5.9675 -7.6382
H 1.1290 -5.0417 -4.4669
H 4.9755 1.6058 -4.2731
C -0.7350 2.3873 -3.2227
C 0.7882 2.2167 -3.7370
C -6.3334 3.3389 4.1474
C 2.7329 -4.8098 -2.8199
H -4.0324 -5.4186 -4.0067
```

---

9.
Formula: CH3IS
Source: the Open Molecules 2025 dataset
Level of theory: ωB97M-V/def2-TZVPD

**Total charge**: 0
**E_HOMO**: -8.937 eV
**Kohn-Sham gap**: 8.1 eV

XYZ file:
```
6
CH3IS ωB97M-V/def2-TZVPD
H 0.1553 0.2595 1.5090
H -0.7993 0.4921 -1.6921
C -0.0194 -0.9756 -0.0534
I 1.8668 -0.4251 -0.7028
S -1.3131 -0.3513 -0.8977
H 0.1098 1.0005 1.8370
```

---

10.
Formula: C10H12FNO10S2
Source: the Open Molecules 2025 dataset
Level of theory: ωB97M-V/def2-TZVPD

**Total charge**: 0
**SMILES**: CC(=O)OCN(S(C)(=O)=O)S(=O)(=O)F.O=C1C=C(O)C(=O)C=C1O
**E_HOMO**: -9.474 eV
**Kohn-Sham gap**: 7.5 eV

XYZ file:
```
36
C10H12FNO10S2 ωB97M-V/def2-TZVPD
C -2.2840 0.2273 5.3088
C -0.5987 -0.9671 3.9694
O 2.9291 2.3341 -2.1549
H -3.0704 2.0142 2.0202
N 0.0504 -0.9038 -2.9887
C 1.2108 0.0534 -3.2266
O 2.2359 -0.0152 -2.1736
H -1.2633 2.2899 -2.8481
H -2.4014 1.1051 -3.9023
C 3.2648 1.0256 -2.3220
H 5.3333 -0.0649 -1.8848
C -1.0021 -0.2136 2.7722
C -1.9699 0.7028 2.8369
O -3.5434 1.8592 4.1496
O -2.3936 -1.2402 -1.9667
S 0.5702 -2.4335 -2.3261
S -1.2372 -0.1702 -2.0648
C -2.6712 0.9983 4.1170
O -0.8404 0.1320 -0.5826
H 1.7148 -0.2987 -4.2487
H 5.0544 0.3343 -3.7349
H 0.8026 1.1398 -3.4318
C -1.9837 1.3679 -2.8335
C 4.8696 0.7234 -2.6334
O -0.9515 -1.4215 6.3586
H -0.2331 -2.0184 6.0550
H -2.9428 1.6357 -2.1755
O -0.4328 -3.6156 -2.6029
C -1.3185 -0.6915 5.2430
O -2.3563 1.4132 1.7152
H 5.4986 1.7104 -2.5258
H -2.8139 0.4395 6.2285
O 0.9090 -2.3727 -0.7871
O 0.2969 -1.8046 3.9444
F 2.0504 -2.8380 -3.1529
H -0.4825 -0.4368 1.8488
```

---

11.
Formula: C8H10ClN2
Source: the Open Molecules 2025 dataset
Level of theory: ωB97M-V/def2-TZVPD

**Total charge**: -1
**E_HOMO**: -4.927 eV
**Kohn-Sham gap**: 8.5 eV

XYZ file:
```
21
C8H10ClN2 ωB97M-V/def2-TZVPD
C 4.8367 -5.3405 13.4290
H 4.2242 -2.1709 7.2491
C 4.6869 -5.0617 12.0878
N 4.4401 -6.2111 11.3989
H 4.8081 -4.1287 11.5576
H 4.5283 -6.2487 10.3935
C 4.1556 -7.2052 12.2954
C 1.4662 -1.8761 9.0576
H 4.4876 -7.2682 14.4630
C 2.0666 -3.0929 9.4461
H 0.5260 -1.4759 9.4073
C 3.3930 -2.1083 7.9359
C 4.5199 -6.6831 13.5557
H 3.9039 -8.1912 11.9334
H 2.2217 -0.2678 7.7488
H 3.8261 -4.0254 8.9129
N 3.2417 -3.2093 8.8005
H 5.1125 -4.5996 14.1648
C 2.3238 -1.2501 8.1861
Cl 4.7391 -6.1955 8.0472
H 1.7320 -3.8266 10.1646
```

---

12.
Formula: C4H5LiNdO2
Source: the Open Molecules 2025 dataset
Level of theory: ωB97M-V/def2-TZVPD

**Total charge**: +4
**Expectation value of S²**: 6.12
**E_HOMO (spin up / spin down)**: -21.485 / -23.750 eV
**Multiplicity**: 5
**Kohn-Sham gap (spin up / spin down)**: 2.4 / 5.9 eV

XYZ file:
```
13
C4H5LiNdO2 ωB97M-V/def2-TZVPD
C -0.4697 -1.8872 0.5553
O 1.1650 -0.7907 -0.9485
H -3.5824 1.5297 -1.2863
H -2.9357 -0.6906 -2.1998
C -3.6347 -0.6403 -1.3648
C -4.0507 0.6236 -0.8644
Li -6.0574 1.9729 0.7457
Nd 3.5464 -0.1578 -1.8374
O -4.8941 0.7315 0.0411
H -0.7661 -1.3856 1.4790
H -4.1013 -1.5506 -0.9856
H -0.8049 -2.8980 0.3134
C 0.4246 -1.3273 -0.1970
```

---

13.
Formula: C30H32BCl2IN3O6PbSSe2
Source: the Open Molecules 2025 dataset
Level of theory: ωB97M-V/def2-TZVPD

**Total charge**: -1
**E_HOMO**: -5.031 eV
**Kohn-Sham gap**: 6.9 eV

XYZ file:
```
79
C30H32BCl2IN3O6PbSSe2 ωB97M-V/def2-TZVPD
H 4.0045 -2.3944 -3.7346
S 2.3578 -0.7672 0.5986
C -4.3673 0.6091 -0.3332
H -0.8524 2.0693 4.2286
H -2.8887 6.1022 1.3095
H -3.2925 2.0015 0.5636
O 3.3114 -0.5880 1.6698
H 3.5157 5.4142 -2.9284
C -3.3662 -1.1621 -1.9551
H -4.0938 -2.7119 0.4321
O 1.0692 -1.3284 0.9737
C 3.3050 -1.6576 -1.8541
B -2.8219 4.9992 1.8096
H -4.0351 -1.4531 -2.7697
N -1.5346 3.3205 0.0710
C -3.7248 -1.6905 0.5240
Se -2.2803 0.2595 -2.8050
C -0.6050 -2.8608 -3.7235
C 4.7952 3.4149 -1.6161
C 4.1836 -3.8824 -2.2030
C -1.4020 -1.1149 5.2287
C 3.0056 1.4199 -0.6515
H -5.2954 0.7482 0.2373
Cl 0.6951 -2.9852 -4.9245
H 1.0499 5.5495 -3.2681
C -1.3520 -0.9375 6.6021
H -1.4891 -1.7791 7.2665
H -0.3850 3.7418 -2.3394
O -5.7540 -2.7246 -1.3250
H 5.8410 -4.7453 -3.2702
C -4.2202 -0.8763 -0.6824
C -1.2611 -0.1650 2.8942
I -1.0636 0.6025 9.1864
H -0.7783 2.4095 6.6867
C -0.9878 1.2363 4.9055
H -6.2531 -1.2650 -0.0460
H 4.2919 -4.8982 -4.0953
Cl 0.0066 -2.9760 -2.0682
Pb -0.5647 0.9660 -0.4945
C 0.6922 3.6930 -2.2313
C 5.2446 2.3314 -0.9179
H -5.2464 -2.8571 -2.1327
C -0.9465 1.4237 6.2771
C 3.0962 -1.9469 -0.5167
H -6.1052 -0.7129 -1.7225
O -0.9149 0.7285 2.1666
H -2.1841 5.0071 2.8424
C 3.9633 -4.1557 -0.8548
O -3.2775 1.0360 0.4652
C 4.7738 -4.9215 -3.1174
C -1.1282 0.3319 7.1132
N 1.1742 2.6575 -1.5885
H 3.2644 -3.4097 1.0363
H 4.6582 -5.9231 -2.7035
N 2.0477 0.5206 -0.2523
H 4.2083 -5.1359 -0.4621
H -4.0894 -1.2804 1.4666
H -1.0886 -1.8913 -3.8296
C -5.6582 -1.3592 -0.9564
C 2.8529 4.6412 -2.5562
H 4.7703 0.5152 0.1369
C -2.0623 4.0556 0.7959
C 1.5046 4.7194 -2.7453
H -1.2876 -3.6850 -3.8945
Se -1.7792 -1.8360 0.7458
C 2.5150 2.5593 -1.3849
C 3.4086 3.5476 -1.8568
H 3.0211 -0.6906 -2.2461
C 3.4310 -3.1948 -0.0113
H -2.7206 -2.0273 -1.7754
H 5.4723 4.1786 -1.9777
C 4.3706 1.3415 -0.4340
O -1.7469 -1.3451 2.5152
H -1.5777 -2.0967 4.8125
C 3.8537 -2.6217 -2.6862
H 6.3037 2.2216 -0.7169
H -3.9274 4.5168 1.9709
H -4.4311 1.1939 -1.2539
C -1.2183 -0.0303 4.3804
```